No. 1
The following is a DFT calculation (ωB97M-V/def2-TZVPD) of a 9-piece molecular cluster, C35H42Cl4F4O3 overall in a non-equilibrium geometry.

```
88
Properties=species:S:1:pos:R:3:forces:R:3
F -12.60932 4.28569 -21.63620 -0.169 -0.088 -0.182
C -12.87542 5.30571 -20.79055 0.420 0.306 0.078
C -14.07766 5.33247 -20.11376 0.003 -0.167 0.377
C -14.30048 6.36781 -19.21337 0.438 0.137 -0.454
C -13.32538 7.35385 -19.03853 -1.129 -0.599 0.770
C -12.11156 7.26680 -19.68063 -0.245 0.587 -0.294
C -11.89397 6.26879 -20.62084 0.027 0.091 0.152
H -14.78825 4.52412 -20.22328 -0.007 0.023 -0.163
H -15.22588 6.41085 -18.65697 -0.036 0.010 -0.017
H -13.57854 8.13233 -18.32986 0.399 0.164 -0.058
H -11.40393 8.06271 -19.48371 0.283 -0.208 -0.251
H -10.98908 6.27549 -21.21204 0.018 -0.296 0.016
F -8.98958 0.95676 -15.02813 0.094 0.366 0.125
C -7.77045 0.88672 -15.60425 -0.729 -0.371 -0.638
C -6.69956 1.54114 -15.04138 0.552 -0.566 0.017
C -5.43218 1.25954 -15.57384 -0.293 0.662 0.539
C -5.29926 0.46924 -16.68523 0.313 -0.303 -0.552
C -6.41798 -0.08098 -17.28917 -0.502 -0.227 -0.350
C -7.68599 0.11091 -16.76275 0.726 0.111 0.553
H -6.80932 2.14169 -14.15052 -0.122 0.006 0.006
H -4.55041 1.66151 -15.09016 -0.046 0.097 -0.019
H -4.32466 0.24364 -17.10077 0.031 0.088 0.096
H -6.32023 -0.70681 -18.16850 0.072 -0.007 0.038
H -8.53906 -0.40862 -17.17551 -0.161 0.159 0.071
F -9.95569 0.16602 -23.92516 -0.062 0.117 0.156
C -9.26932 1.19938 -24.46941 0.253 -0.282 -0.387
C -9.51815 1.51706 -25.78718 0.381 0.124 -0.689
C -8.73952 2.49768 -26.41080 0.086 -0.404 0.928
C -7.77248 3.16297 -25.65696 -0.159 -0.036 -0.544
C -7.55284 2.82641 -24.32747 0.220 0.343 -0.371
C -8.26884 1.80309 -23.74270 -0.195 -0.066 0.511
H -10.22813 0.93230 -26.35084 -0.109 0.030 0.055
H -8.82877 2.68834 -27.46984 -0.188 0.077 -0.009
H -7.16558 3.89722 -26.17239 0.070 0.119 0.260
H -6.80334 3.35794 -23.75507 0.067 -0.119 0.028
H -8.04010 1.46833 -22.73980 -0.156 0.064 0.037
F -8.64859 4.51612 -21.64936 0.192 -0.071 0.127
C -8.36937 5.81972 -21.85236 -0.653 0.200 -0.645
C -8.32904 6.26389 -23.17191 0.573 -0.378 0.310
C -8.10647 7.60953 -23.40137 0.246 0.289 0.376
C -7.96263 8.46573 -22.31496 0.098 0.565 0.237
C -8.05221 8.02018 -21.00585 -0.098 -0.265 -0.595
C -8.27418 6.66755 -20.77561 0.082 0.167 0.711
H -8.34099 5.50673 -23.94466 -0.291 0.155 -0.167
H -7.98649 8.03856 -24.38646 -0.137 -0.293 -0.155
H -7.75186 9.51964 -22.45464 -0.095 -0.048 -0.267
H -7.96981 8.73712 -20.20161 0.032 -0.143 0.147
H -8.38948 6.30074 -19.76210 -0.003 -0.180 -0.085
C -9.97677 -3.90745 -19.70898 -0.062 -0.038 -0.212
C -8.54524 -4.12329 -19.25563 0.168 0.402 -1.094
C -7.84323 -5.33490 -19.82190 -0.263 -0.499 0.366
O -7.93027 -3.26519 -18.66981 -0.079 0.011 0.421
H -10.26309 -2.86463 -19.59699 -0.131 -0.092 0.489
H -10.65861 -4.58995 -19.19997 -0.046 0.169 0.197
H -10.10399 -4.12502 -20.77337 0.309 -0.220 0.000
H -8.45916 -6.23502 -19.76310 -0.132 0.092 -0.104
H -6.90579 -5.55482 -19.31730 0.081 0.292 -0.037
H -7.67433 -5.12164 -20.87906 0.104 -0.063 -0.010
C -14.42665 -0.02314 -19.27718 -0.806 0.268 0.004
C -14.25876 0.61346 -17.93809 0.184 0.548 1.148
C -13.85360 2.07489 -17.86097 0.180 0.178 -0.732
O -14.51034 0.01568 -16.91585 0.006 -0.165 -0.100
H -15.06448 -0.88724 -19.09950 0.290 -0.261 -0.287
H -13.47931 -0.26235 -19.75395 -0.001 -0.038 0.059
H -14.99266 0.67896 -19.89751 0.207 -0.062 -0.244
H -13.51386 2.39249 -16.87996 0.017 -0.332 0.112
H -14.69896 2.71545 -18.13192 -0.119 -0.159 -0.029
H -13.08002 2.28151 -18.60599 0.028 0.011 0.100
C -10.89613 1.86887 -20.44945 0.353 0.683 0.420
C -10.43983 0.58921 -19.75895 -0.923 -0.106 -0.951
C -9.21069 -0.05241 -20.31543 -0.284 -0.338 0.344
O -11.14138 0.03622 -18.94311 0.079 0.218 0.337
H -11.92906 1.79986 -20.78873 0.014 -0.253 -0.019
H -10.23898 2.19323 -21.25820 -0.040 -0.304 -0.158
H -10.86852 2.72003 -19.76252 -0.093 -0.183 0.224
H -8.35963 0.57000 -20.03425 0.141 -0.258 -0.355
H -9.35789 -0.14318 -21.39387 0.352 0.322 -0.076
H -9.14296 -1.06497 -19.92200 0.350 0.130 0.240
Cl -12.71342 1.66354 -25.32156 -0.146 0.155 -0.492
C -12.89604 1.69296 -23.59258 0.296 -0.197 0.779
Cl -13.91400 0.35368 -23.02593 -0.192 0.136 0.085
H -11.93751 1.53182 -23.10979 0.115 0.075 -0.268
H -13.29003 2.64967 -23.26894 -0.274 -0.114 -0.104
Cl -6.51121 2.27616 -20.55864 0.471 0.483 0.212
C -6.67747 3.50031 -19.27388 0.094 -0.134 0.258
Cl -8.31331 3.44160 -18.62214 -0.096 0.213 0.193
H -5.99562 3.29323 -18.45388 0.006 -0.394 -0.140
H -6.45023 4.49909 -19.63465 -0.251 -0.116 -0.403
```
Positions in Å, forces in eV/Å.

## Properties
HOMO level (eV): -9.0
Energy above the lowest of the compared OMol25 structures with the same formula, charge and spin (eV): 0.000
Orbital gap (hartree): 0.3471

---

No. 2
The following is a DFT calculation (ωB97M-V/def2-TZVPD) of C45H43IrN8O4S2Te as an isolated structure in a non-equilibrium geometry.

```
104
Properties=species:S:1:pos:R:3:forces:R:3
Ir 0.05924 -0.35060 0.35972 -2.232 1.618 -0.212
C 1.74205 -5.50661 2.33321 -0.041 0.091 -0.012
C 2.43678 -4.56504 3.08515 0.005 -0.021 0.024
C 2.13190 -3.22250 2.97780 -0.052 -0.070 0.145
C 1.10725 -2.79202 2.11518 0.245 0.187 0.086
C 0.42947 -3.74400 1.34772 0.095 -0.063 -0.188
C 0.74570 -5.08335 1.46136 -0.015 -0.041 0.030
N 0.83411 -1.43618 1.97477 0.204 -0.315 0.195
C 0.91854 -0.60044 3.08717 0.283 -0.149 -0.026
C 0.81798 -0.99232 4.42883 -0.056 -0.101 -0.030
C 0.96374 -0.04952 5.42878 -0.037 0.024 0.064
C 1.21875 1.29140 5.14013 -0.052 -0.052 -0.098
C 1.30850 1.70831 3.81998 -0.180 0.148 0.026
C 1.12140 0.77009 2.82791 0.263 0.068 -0.295
N 1.16800 1.01224 1.44178 -0.720 0.104 0.082
N 1.85955 1.91748 0.94554 0.756 -0.278 -0.121
C 2.01979 1.68260 -0.43804 -0.189 0.131 -0.009
C 2.84404 2.52030 -1.17182 -0.002 0.101 0.055
C 3.09913 2.20528 -2.49333 0.027 -0.007 -0.027
C 2.53994 1.05223 -3.03110 -0.141 0.009 0.061
C 1.72462 0.26393 -2.23616 0.090 0.122 -0.113
N 1.44930 0.58312 -0.96983 0.431 -0.860 0.202
H 1.98201 -6.55739 2.41987 0.012 -0.005 -0.013
H 3.22750 -4.87827 3.75506 0.005 -0.014 -0.014
H 2.69970 -2.49744 3.54604 0.004 0.022 -0.037
H -0.32774 -3.43326 0.64711 -0.039 0.072 -0.008
H 0.21354 -5.80092 0.85178 0.000 -0.011 0.016
H 0.59762 -2.02208 4.67173 -0.019 0.011 0.016
H 0.85844 -0.35614 6.46087 0.006 -0.018 -0.005
H 1.30828 2.00501 5.94669 0.032 0.034 -0.022
H 1.45063 2.74446 3.54229 0.032 0.007 0.058
H 3.25941 3.39023 -0.68291 0.007 0.011 -0.031
H 3.72920 2.84461 -3.09662 0.004 0.002 0.004
H 2.72056 0.76260 -4.05624 0.019 -0.003 -0.006
H 1.27018 -0.64807 -2.59880 0.089 0.051 -0.002
O 3.00929 -3.76909 -1.34952 -0.077 0.138 -0.009
C 3.36428 -2.73561 -0.80197 0.049 -0.336 0.011
O 2.67649 -1.78938 -0.30527 0.223 -0.048 0.052
C 4.90072 -2.51080 -0.67398 0.029 0.037 -0.148
N 5.03101 -1.26638 0.16514 0.244 0.163 0.082
C 5.73918 -1.61672 1.43907 -0.016 0.007 -0.070
C 5.54074 -3.12160 1.54789 -0.026 -0.025 0.051
C 5.63352 -3.59931 0.09884 -0.017 0.012 0.005
H 5.31061 -2.33164 -1.66587 -0.011 -0.013 -0.005
H 3.98474 -1.05931 0.28120 -0.120 -0.078 -0.069
H 5.47329 -0.49589 -0.32496 0.027 -0.011 0.003
H 5.32071 -1.03580 2.25824 0.001 -0.006 0.010
H 6.79022 -1.35812 1.31686 0.006 -0.015 0.033
H 4.54789 -3.33734 1.94695 0.058 0.008 -0.025
H 6.27991 -3.57817 2.20309 0.004 0.005 -0.004
H 5.15031 -4.55925 -0.06788 -0.001 0.002 -0.021
H 6.67300 -3.67395 -0.22470 0.006 0.005 0.033
N -6.67970 3.42356 -1.95837 0.002 -0.011 -0.001
C -5.67940 3.49733 -1.01267 -0.003 -0.010 -0.005
C -4.54704 4.28704 -1.23238 -0.005 0.012 -0.003
C -3.52315 4.31555 -0.30542 -0.036 0.004 0.004
C -3.60366 3.55119 0.85170 -0.013 0.046 -0.021
C -4.73910 2.78346 1.09452 -0.020 -0.006 -0.005
C -5.76293 2.75285 0.17117 0.000 -0.002 0.014
S -2.23068 3.46838 1.94517 0.085 -0.091 -0.016
O -1.29174 4.47514 1.53370 0.012 0.021 0.029
O -2.71255 3.43683 3.30377 -0.010 0.046 0.009
N -1.54534 2.03834 1.57416 0.025 0.048 0.113
C -1.92857 0.91831 2.16988 -0.111 0.142 0.030
S -2.92527 0.72193 3.59253 -0.028 0.031 0.007
C -2.81191 -0.99863 3.44601 0.051 -0.080 -0.070
C -2.04778 -1.34071 2.39988 -0.074 -0.036 0.153
N -1.54075 -0.27179 1.68164 0.378 -0.476 0.087
H -6.72439 4.16460 -2.63695 0.002 0.000 0.003
H -7.57928 3.09599 -1.65000 0.002 0.005 0.000
H -4.47489 4.88192 -2.13507 -0.001 -0.004 -0.001
H -2.66125 4.94831 -0.46538 0.000 0.008 0.011
H -4.82787 2.22064 2.01400 0.011 -0.007 0.006
H -6.64554 2.15537 0.36480 -0.004 0.001 -0.001
H -3.31739 -1.65664 4.13192 -0.015 -0.002 0.006
H -1.80974 -2.34183 2.07797 -0.021 0.004 0.003
C -1.57175 0.63340 -3.09523 0.014 0.014 0.043
Te -1.70159 1.09538 -1.00699 0.289 -0.075 0.006
C -0.81097 2.91412 -1.67782 -0.069 -0.011 0.055
C -1.46292 3.11696 -3.01915 -0.003 0.029 -0.001
C -1.70327 4.37710 -3.55132 0.022 -0.009 -0.006
C -2.32047 4.50485 -4.78716 0.004 -0.007 -0.011
C -2.70542 3.37197 -5.49162 0.002 0.008 0.011
C -2.46999 2.11105 -4.96279 0.009 0.005 -0.005
C -1.84387 1.97444 -3.73030 -0.006 -0.014 -0.013
H -2.31248 -0.12451 -3.34251 0.008 -0.004 -0.020
H -0.58299 0.24803 -3.34510 -0.040 0.001 0.010
H 0.26184 2.76117 -1.77565 0.010 0.003 -0.011
H -0.98734 3.70932 -0.95766 0.024 -0.011 -0.029
H -1.41147 5.25969 -2.99402 -0.002 0.004 0.001
H -2.50741 5.48844 -5.19772 -0.003 0.003 0.000
H -3.19666 3.47056 -6.45053 0.000 0.001 -0.002
H -2.78045 1.22726 -5.50675 -0.002 -0.002 -0.002
C -2.29802 -3.56101 -2.52481 -0.001 -0.001 -0.002
C -0.92782 -3.35689 -2.62344 0.073 0.030 -0.018
C -0.28416 -2.46263 -1.77791 -0.142 -0.215 0.081
C -0.97707 -1.75278 -0.78779 0.312 0.040 -0.124
C -2.35753 -1.98178 -0.70189 -0.015 -0.111 -0.062
C -3.00681 -2.87257 -1.55497 0.003 0.041 0.035
H -2.80167 -4.25543 -3.18435 0.006 -0.003 -0.002
H -0.34285 -3.90618 -3.35125 -0.022 -0.011 -0.012
H 0.79421 -2.39516 -1.83782 0.060 -0.020 0.056
H -2.96187 -1.47773 0.04406 0.031 0.027 -0.040
H -4.07428 -3.02361 -1.44882 -0.002 -0.004 -0.015
```
Positions in Å, forces in eV/Å.

## Properties
HOMO level (alpha / beta) (eV): -9.8 / -9.8
<S²>: 0.791
Charge: +1
Energy above the lowest of the compared OMol25 structures with the same formula, charge and spin (eV): 1.193
Orbital gap (alpha / beta) (hartree): 0.2220 / 0.1795
Spin multiplicity: 2

---

No. 3
The following is a DFT calculation (ωB97M-V/def2-TZVPD) of an isolated ion of composition C4H13N2 and charge +1 in a non-equilibrium geometry.

```
19
Properties=species:S:1:pos:R:3:forces:R:3
C -2.11956 1.14455 -0.05428 1.361 -0.016 -1.458
N -0.60806 1.12927 0.44333 -2.271 -2.357 -1.216
C 0.28789 0.06760 -0.19796 -1.539 -2.381 -2.195
C 1.52311 0.82786 -0.53080 1.588 1.120 -0.074
C 0.25891 -1.43496 0.51428 -0.932 1.737 1.063
N 0.94592 -2.33991 -0.43323 2.528 1.106 1.862
H -2.38354 2.16866 -0.20922 0.086 0.845 0.151
H -2.68864 0.81966 0.78531 -0.675 -0.875 0.040
H -2.29492 0.69988 -1.13441 0.751 0.123 2.685
H -0.26306 2.05999 0.39870 0.783 0.811 -0.393
H -0.49521 0.82165 1.38343 -0.826 0.270 1.457
H -0.24305 -0.31345 -1.15284 0.897 1.295 1.159
H 2.09924 1.19073 0.36083 -0.628 -0.344 -0.450
H 1.23598 1.76155 -1.11476 0.426 -1.199 0.477
H 2.25625 0.26765 -1.11737 -0.350 -0.039 -0.040
H 0.71676 -1.45706 1.51489 0.300 0.382 -0.259
H -0.85582 -1.63960 0.82333 1.830 -0.019 -1.421
H 0.69059 -3.27464 -0.27608 -1.545 -1.560 -0.113
H 1.93720 -2.49942 -0.00316 -1.784 1.099 -1.277
```
Positions in Å, forces in eV/Å.

## Properties
HOMO level (eV): -14.0
Charge: +1
Energy above the lowest of the compared OMol25 structures with the same formula, charge and spin (eV): 2.727
Orbital gap (hartree): 0.3966

---

No. 4
The following is a DFT calculation (ωB97M-V/def2-TZVPD) of C26H29BrN8OPdSTe as an isolated structure.

```
68
Properties=species:S:1:pos:R:3:forces:R:3
Pd 0.00624 -1.13370 -0.72893 0.496 -0.120 0.219
Br -0.78208 7.83643 -6.29406 0.000 0.001 -0.002
C -1.35379 7.36251 -4.54824 0.025 0.020 0.025
C -2.14916 6.23886 -4.37367 -0.004 0.010 -0.013
C -2.55764 5.88807 -3.10073 -0.084 0.108 -0.053
C -2.17186 6.65757 -2.00493 -0.130 0.076 -0.163
C -1.41182 7.80332 -2.20005 -0.046 -0.078 0.074
C -0.98494 8.15117 -3.47217 0.012 -0.031 -0.099
N -2.69028 6.38382 -0.70632 -0.032 0.345 0.007
N -2.50027 5.30369 -0.12368 -0.092 -0.125 0.185
C -1.66920 4.27401 -0.56947 0.109 -0.176 -0.035
C -0.58206 4.37601 -1.43479 0.141 0.046 0.088
C 0.19417 3.28920 -1.77943 0.007 -0.063 -0.029
C -0.07818 1.98361 -1.31083 -0.013 0.087 0.028
O 0.54314 0.96722 -1.72664 -0.003 -0.185 -0.049
C -1.12085 1.88777 -0.28415 0.039 0.008 -0.018
N -1.27695 0.68858 0.32516 -0.254 -0.029 -0.150
C -2.21405 0.54865 1.23235 0.045 0.061 0.024
C -3.07864 1.59084 1.60289 0.024 -0.026 0.010
C -2.92712 2.81336 1.01516 0.006 0.033 -0.031
C -1.90937 3.00932 0.05214 0.035 0.022 0.014
H -2.44236 5.64326 -5.22663 -0.002 -0.002 -0.018
H -3.16917 5.00846 -2.94682 0.003 -0.001 -0.002
H -1.15046 8.41510 -1.34680 -0.004 0.006 0.017
H -0.37900 9.03292 -3.62570 0.006 0.011 -0.011
H -0.30714 5.34011 -1.84086 0.038 -0.126 0.047
H 1.02590 3.40754 -2.46161 0.002 0.002 -0.029
H -2.28813 -0.41833 1.71515 -0.037 -0.095 -0.021
H -3.84227 1.41650 2.34880 -0.006 0.001 0.010
H -3.56249 3.64803 1.27258 -0.002 0.014 0.016
N 1.96003 -3.55399 0.33486 -0.012 -0.074 0.008
N 0.68690 -3.38989 -0.28625 -0.219 0.087 -0.084
H 2.01318 -4.43611 0.83152 -0.024 0.058 0.033
H 2.08045 -2.78149 0.97895 0.019 0.053 -0.074
H -0.06196 -3.85342 0.22068 0.056 0.002 -0.023
H 0.72938 -3.78696 -1.21657 0.012 -0.010 0.052
Te -1.69989 -1.58928 -2.58170 -0.104 0.131 -0.009
C -3.29228 -2.22489 -1.42431 0.020 -0.064 -0.116
C -3.25052 -2.67763 -0.12908 0.087 0.043 0.063
C -4.52291 -3.03073 0.37462 -0.045 -0.013 0.015
C -5.51481 -2.84066 -0.54445 0.001 -0.004 -0.029
S -4.90425 -2.24541 -2.02019 0.013 -0.008 0.046
H -2.32693 -2.73136 0.43435 -0.052 0.030 -0.032
H -4.69932 -3.40280 1.37269 -0.010 -0.006 0.020
H -6.57016 -3.01784 -0.42030 -0.035 -0.009 0.008
C 4.90874 1.08804 -1.26601 -0.018 -0.007 0.010
C 4.10192 0.05848 -2.03490 0.064 0.037 -0.083
N 3.08352 -0.54433 -1.18895 -0.121 -0.131 0.006
C 2.83444 -0.22136 0.10580 0.060 0.200 0.289
N 1.68322 -0.53571 0.64021 0.267 0.012 -0.214
C 1.40434 -0.14609 2.01538 -0.215 -0.108 0.099
C 2.31500 0.94737 2.54313 0.016 -0.019 -0.010
C 3.74666 0.57952 2.21281 -0.018 0.031 0.059
N 3.85203 0.39555 0.78104 -0.012 -0.044 -0.026
C 5.14017 0.56173 0.13806 0.021 0.020 -0.030
H 4.35230 2.02476 -1.19567 0.019 0.005 0.001
H 5.85181 1.28597 -1.77484 0.004 -0.017 -0.006
H 4.76309 -0.72846 -2.41175 -0.006 0.030 0.006
H 3.61148 0.52543 -2.89155 0.013 -0.023 0.007
H 2.24569 -0.83568 -1.66792 -0.140 0.005 -0.027
H 1.46891 -1.02609 2.67302 0.032 0.016 -0.009
H 0.36651 0.19050 2.05253 0.083 -0.039 0.042
H 2.18693 1.06747 3.61976 -0.021 -0.007 -0.008
H 2.06909 1.89706 2.06219 0.014 0.004 0.000
H 4.04342 -0.33180 2.75187 -0.008 0.028 0.003
H 4.43785 1.37286 2.50329 -0.011 -0.016 -0.017
H 5.69677 -0.38541 0.10841 0.011 0.029 -0.005
H 5.71950 1.26936 0.73254 -0.018 -0.016 -0.010
```
Positions in Å, forces in eV/Å.

## Properties
HOMO level (alpha / beta) (eV): -6.6 / -6.5
<S²>: 2.015
Energy above the lowest of the compared OMol25 structures with the same formula, charge and spin (eV): 0.000
Orbital gap (alpha / beta) (hartree): 0.2520 / 0.1670
Spin multiplicity: 3